[1]
Formula: C6H15N3
Source: the OMol25 dataset
Level of theory: wB97M-V/def2-TZVPD

Calculated values
Spin multiplicity: 1
Structure (SMILES): C=C(C)N(C)N.[H]/N=C\C
Net charge: 0

Each atom is followed by the atoms it is bonded to, with distances in Å.
Positions of all 24 atoms, in Å:
1 C 0.969 1.538 -0.343  C2 1.336, H7 1.081, H8 1.082
2 C 0.412 0.432 0.162  C1 1.336, C3 1.503, N4 1.700
3 C -0.160 0.393 1.551  C2 1.503, H9 1.091, H10 1.091, H11 1.092
4 N 1.192 -1.008 -0.294  C2 1.700, C5 1.456, N6 1.360
5 C 2.523 -1.028 0.297  N4 1.456, H12 1.087, H13 1.091, H14 1.101
6 N 0.510 -2.139 0.031  N4 1.360, H15 1.067, H16 1.028
7 H 1.415 1.530 -1.328  C1 1.081
8 H 0.945 2.486 0.178  C1 1.082
9 H 0.627 0.473 2.302  C3 1.091
10 H -0.859 1.216 1.710  C3 1.091
11 H -0.705 -0.540 1.717  C3 1.092
12 H 3.049 -0.116 0.025  C5 1.087
13 H 3.057 -1.890 -0.105  C5 1.091
14 H 2.491 -1.110 1.394  C5 1.101
15 H -0.493 -2.056 -0.323  N6 1.067
16 H 0.509 -2.346 1.038  N6 1.028
17 H -2.551 -0.967 0.011  N18 1.021
18 N -1.829 -1.103 -0.698  H17 1.021, C19 1.309
19 C -1.344 0.031 -1.137  N18 1.309, C20 1.508, H21 1.087
20 C -2.113 1.326 -1.053  C19 1.508, H22 1.093, H23 1.091, H24 1.089
21 H -0.701 -0.065 -2.008  C19 1.087
22 H -2.918 1.308 -1.791  C20 1.093
23 H -2.560 1.459 -0.066  C20 1.091
24 H -1.466 2.174 -1.270  C20 1.089

These are the Mulliken partial charges, in e, on atoms 1 to 6:
1. C -1.1240
2. C 0.7591
3. C -1.4489
4. N 0.0722
5. C -0.9322
6. N -0.7568

=====

[2]
Formula: C36H64Cl4O27
Source: the OMol25 dataset
Level of theory: wB97M-V/def2-TZVPD

Calculated values
Spin multiplicity: 1
Structure (SMILES): CCOC(=O)OC.CCOC(=O)OC.CCOC(=O)OC.CCOC(=O)OC.CCOC(=O)OC.O=C1OCCO1.O=C1OCCO1.O=C1OCCO1.O=C1OCCO1.ClCCCl.ClCCCl
Net charge: 0

Each atom is followed by the atoms it is bonded to, with distances in Å.
Positions of all 131 atoms, in Å:
1 C -0.445 5.648 -4.542  C2 1.518, H8 1.090, H9 1.092, H10 1.088
2 C -1.505 5.369 -3.491  C1 1.518, O3 1.422, H11 1.092, H12 1.089
3 O -1.102 5.678 -2.163  C2 1.422, C4 1.331
4 C -0.267 4.816 -1.587  O3 1.331, O5 1.205, O6 1.324
5 O 0.163 3.813 -2.098  C4 1.205
6 O 0.053 5.286 -0.391  C4 1.324, C7 1.416
7 C 1.111 4.611 0.265  O6 1.416, H13 1.095, H14 1.088, H15 1.088
8 H 0.570 5.596 -4.147  C1 1.090
9 H -0.521 6.654 -4.959  C1 1.092
10 H -0.531 4.931 -5.357  C1 1.088
11 H -1.833 4.330 -3.557  C2 1.092
12 H -2.405 5.946 -3.700  C2 1.089
13 H 2.042 4.609 -0.310  C7 1.095
14 H 0.853 3.580 0.496  C7 1.088
15 H 1.340 5.190 1.157  C7 1.088
16 C 0.101 3.664 6.008  C17 1.519, H23 1.090, H24 1.089, H25 1.086
17 C -0.643 2.353 6.197  C16 1.519, O18 1.439, H26 1.091, H27 1.089
18 O 0.016 1.655 7.270  C17 1.439, C19 1.325
19 C -0.640 0.688 7.894  O18 1.325, O20 1.207, O21 1.331
20 O -1.811 0.422 7.764  C19 1.207
21 O 0.192 0.123 8.766  C19 1.331, C22 1.427
22 C -0.408 -0.822 9.651  O21 1.427, H28 1.092, H29 1.091, H30 1.083
23 H 0.152 4.204 6.953  C16 1.090
24 H -0.462 4.280 5.309  C16 1.089
25 H 1.081 3.401 5.623  C16 1.086
26 H -0.487 1.776 5.285  C17 1.091
27 H -1.709 2.399 6.412  C17 1.089
28 H -0.532 -1.786 9.154  C22 1.092
29 H -1.415 -0.502 9.922  C22 1.091
30 H 0.225 -0.901 10.526  C22 1.083
31 C 2.070 -4.491 -2.794  C32 1.500, H38 1.088, H39 1.093, H40 1.095
32 C 2.731 -3.376 -2.039  C31 1.500, O33 1.425, H41 1.096, H42 1.095
33 O 2.706 -3.674 -0.645  C32 1.425, C34 1.327
34 C 3.155 -2.755 0.199  O33 1.327, O35 1.209, O36 1.325
35 O 3.275 -1.576 -0.043  C34 1.209
36 O 3.340 -3.340 1.374  C34 1.325, C37 1.419
37 C 3.797 -2.519 2.436  O36 1.419, H43 1.090, H44 1.092, H45 1.083
38 H 1.801 -4.227 -3.814  C31 1.088
39 H 1.184 -4.855 -2.268  C31 1.093
40 H 2.731 -5.363 -2.847  C31 1.095
41 H 2.238 -2.420 -2.247  C32 1.096
42 H 3.768 -3.195 -2.340  C32 1.095
43 H 3.187 -1.625 2.568  C37 1.090
44 H 4.805 -2.155 2.223  C37 1.092
45 H 3.807 -3.079 3.363  C37 1.083
46 C 1.739 0.929 -2.760  C47 1.491, H53 1.101, H54 1.088, H55 1.089
47 C 2.638 2.081 -3.057  C46 1.491, O48 1.442, H56 1.086, H57 1.088
48 O 2.351 2.598 -4.372  C47 1.442, C49 1.325
49 C 3.106 2.143 -5.361  O48 1.325, O50 1.204, O51 1.338
50 O 4.011 1.354 -5.258  C49 1.204
51 O 2.704 2.724 -6.497  C49 1.338, C52 1.426
52 C 3.266 2.171 -7.685  O51 1.426, H58 1.091, H59 1.088, H60 1.086
53 H 1.968 0.571 -1.745  C46 1.101
54 H 1.867 0.067 -3.412  C46 1.088
55 H 0.705 1.259 -2.669  C46 1.089
56 H 3.698 1.876 -2.940  C47 1.086
57 H 2.372 2.906 -2.398  C47 1.088
58 H 2.852 1.191 -7.927  C52 1.091
59 H 4.345 2.063 -7.594  C52 1.088
60 H 3.014 2.871 -8.475  C52 1.086
61 C 0.653 -9.457 -0.127  C62 1.507, H68 1.091, H69 1.092, H70 1.089
62 C -0.720 -8.862 -0.306  C61 1.507, O63 1.432, H71 1.089, H72 1.088
63 O -0.965 -7.802 0.625  C62 1.432, C64 1.328
64 C -0.569 -6.586 0.269  O63 1.328, O65 1.209, O66 1.322
65 O -0.209 -6.261 -0.838  C64 1.209
66 O -0.747 -5.781 1.303  C64 1.322, C67 1.422
67 C -0.305 -4.436 1.165  O66 1.422, H73 1.086, H74 1.094, H75 1.090
68 H 0.693 -9.924 0.859  C61 1.091
69 H 1.452 -8.716 -0.187  C61 1.092
70 H 0.870 -10.215 -0.878  C61 1.089
71 H -1.442 -9.629 -0.028  C62 1.089
72 H -0.933 -8.495 -1.308  C62 1.088
73 H -0.787 -3.916 0.343  C67 1.086
74 H 0.787 -4.406 1.100  C67 1.094
75 H -0.473 -3.952 2.127  C67 1.090
76 O -0.886 -2.091 -1.600  C77 1.189
77 C -1.417 -2.605 -2.532  O76 1.189, O78 1.353, O81 1.345
78 O -2.117 -1.968 -3.499  C77 1.353, C79 1.435
79 C -2.744 -2.962 -4.323  O78 1.435, C80 1.520, H82 1.088, H83 1.088
80 C -1.850 -4.168 -4.089  C79 1.520, O81 1.434, H84 1.092, H85 1.084
81 O -1.389 -3.931 -2.752  C77 1.345, C80 1.434
82 H -3.771 -3.090 -3.986  C79 1.088
83 H -2.696 -2.727 -5.384  C79 1.088
84 H -0.960 -4.114 -4.719  C80 1.092
85 H -2.374 -5.113 -4.183  C80 1.084
86 O 3.098 0.862 2.558  C87 1.189
87 C 3.873 0.891 1.657  O86 1.189, O88 1.344, O91 1.351
88 O 5.118 0.388 1.720  C87 1.344, C89 1.418
89 C 5.787 0.559 0.482  O88 1.418, C90 1.527, H92 1.094, H93 1.089
90 C 4.712 1.136 -0.438  C89 1.527, O91 1.421, H94 1.090, H95 1.088
91 O 3.637 1.435 0.443  C87 1.351, C90 1.421
92 H 6.630 1.248 0.587  C89 1.094
93 H 6.226 -0.385 0.162  C89 1.089
94 H 4.381 0.413 -1.182  C90 1.090
95 H 5.034 2.039 -0.953  C90 1.088
96 O -6.826 0.896 -3.710  C97 1.183
97 C -5.718 1.108 -3.356  O96 1.183, O98 1.356, O101 1.353
98 O -4.904 0.193 -2.774  C97 1.356, C99 1.434
99 C -3.648 0.812 -2.466  O98 1.434, C100 1.527, H102 1.092, H103 1.086
100 C -3.998 2.296 -2.544  C99 1.527, O101 1.440, H104 1.084, H105 1.089
101 O -5.053 2.275 -3.523  C97 1.353, C100 1.440
102 H -3.427 0.557 -1.426  C99 1.092
103 H -2.798 0.491 -3.062  C99 1.086
104 H -3.137 2.908 -2.786  C100 1.084
105 H -4.456 2.652 -1.621  C100 1.089
106 O -0.435 2.589 2.948  C107 1.192
107 C -0.265 1.598 2.308  O106 1.192, O108 1.348, O111 1.340
108 O 0.154 0.425 2.826  C107 1.348, C109 1.422
109 C 0.223 -0.544 1.787  O108 1.422, C110 1.542, H112 1.093, H113 1.093
110 C -0.491 0.125 0.596  C109 1.542, O111 1.415, H114 1.088, H115 1.084
111 O -0.490 1.484 0.992  C107 1.340, C110 1.415
112 H 1.288 -0.750 1.652  C109 1.093
113 H -0.225 -1.521 1.981  C109 1.093
114 H -1.496 -0.289 0.538  C110 1.088
115 H 0.099 -0.051 -0.297  C110 1.084
116 Cl -5.671 1.277 2.194  C117 1.773
117 C -4.567 -0.111 2.230  Cl116 1.773, C118 1.501, H120 1.092, H121 1.092
118 C -3.562 0.053 3.332  C117 1.501, Cl119 1.772, H122 1.088, H123 1.089
119 Cl -4.321 0.022 4.933  C118 1.772
120 H -4.107 -0.279 1.255  C117 1.092
121 H -5.167 -1.013 2.364  C117 1.092
122 H -3.076 1.022 3.230  C118 1.088
123 H -2.845 -0.766 3.304  C118 1.089
124 Cl -3.187 6.540 3.760  C125 1.762
125 C -3.007 4.981 2.959  Cl124 1.762, C126 1.512, H128 1.091, H129 1.093
126 C -2.632 5.076 1.498  C125 1.512, Cl127 1.815, H130 1.079, H131 1.086
127 Cl -3.398 3.705 0.588  C126 1.815
128 H -3.917 4.390 3.074  C125 1.091
129 H -2.281 4.365 3.497  C125 1.093
130 H -1.586 4.984 1.250  C126 1.079
131 H -3.085 5.958 1.053  C126 1.086

These are the Mulliken partial charges, in e, on atoms 1 to 6:
1. C -1.2111
2. C 0.2879
3. O -0.3746
4. C 0.4909
5. O -0.2447
6. O -0.4278

=====

[3]
Formula: C7H11NS
Source: the OMol25 dataset
Level of theory: wB97M-V/def2-TZVPD

Calculated values
Spin multiplicity: 1
Structure (SMILES): C=C=CN=C(C)C.C=S
Net charge: 0

Each atom is followed by the atoms it is bonded to, with distances in Å.
Positions of all 20 atoms, in Å:
1 C -1.365 1.986 -0.465  C2 1.347, H8 1.135, H9 1.075
2 C -0.966 1.194 0.549  C1 1.347, C3 1.282
3 C -0.474 0.252 1.266  C2 1.282, N4 1.325, H10 1.073
4 N 0.458 -0.562 0.792  C3 1.325, C5 1.275
5 C 1.452 -0.430 0.004  N4 1.275, C6 1.512, C7 1.485
6 C 2.079 -1.785 -0.232  C5 1.512, H11 1.162, H12 1.151, H13 1.102
7 C 1.867 0.884 -0.550  C5 1.485, H14 1.097, H15 1.098, H16 1.156
8 H -0.961 3.045 -0.506  C1 1.135
9 H -2.030 1.541 -1.183  C1 1.075
10 H -0.996 -0.156 2.110  C3 1.073
11 H 2.897 -1.898 0.584  C6 1.162
12 H 1.280 -2.599 -0.074  C6 1.151
13 H 2.497 -2.006 -1.227  C6 1.102
14 H 2.900 1.016 -0.893  C7 1.097
15 H 1.495 1.508 0.273  C7 1.098
16 H 1.173 0.998 -1.468  C7 1.156
17 C -2.722 -0.736 0.369  S18 1.622, H19 1.165, H20 1.069
18 S -3.184 -0.499 -1.167  C17 1.622
19 H -3.368 -0.238 1.202  C17 1.165
20 H -2.031 -1.513 0.614  C17 1.069

These are the Mulliken partial charges, in e, on atoms 1 to 6:
1. C -0.6997
2. C 0.1810
3. C -0.6091
4. N -0.2513
5. C 0.8653
6. C -1.0285

=====

[4]
Formula: C5H12O
Source: the OMol25 dataset
Level of theory: wB97M-V/def2-TZVPD

Calculated values
Spin multiplicity: 1
Structure (SMILES): CCC(C)(C)O
Net charge: 0

Each atom is followed by the atoms it is bonded to, with distances in Å.
Positions of all 18 atoms, in Å:
1 C 0.923 -1.489 -1.246  C2 1.529, H7 1.101, H8 1.095, H9 1.096
2 C 0.136 -0.195 -1.033  C1 1.529, C3 1.541, H10 1.077, H11 1.105
3 C 0.129 0.426 0.377  C2 1.541, C4 1.525, C5 1.762, O6 1.402
4 C -0.050 1.940 0.324  C3 1.525, H12 1.094, H13 1.103, H14 1.090
5 C -1.302 -0.266 1.136  C3 1.762, H15 1.127, H16 1.090, H17 1.116
6 O 1.280 0.165 1.135  C3 1.402, H18 0.966
7 H 2.021 -1.412 -1.202  C1 1.101
8 H 0.685 -1.908 -2.228  C1 1.095
9 H 0.600 -2.226 -0.502  C1 1.096
10 H -0.895 -0.444 -0.844  C2 1.077
11 H 0.217 0.505 -1.884  C2 1.105
12 H -0.952 2.168 -0.253  C4 1.094
13 H 0.787 2.495 -0.132  C4 1.103
14 H -0.160 2.288 1.351  C4 1.090
15 H -2.319 -0.123 0.673  C5 1.127
16 H -1.388 0.172 2.130  C5 1.090
17 H -1.294 -1.371 1.292  C5 1.116
18 H 1.583 -0.724 0.908  O6 0.966

These are the Mulliken partial charges, in e, on atoms 1 to 6:
1. C -1.4612
2. C -0.4081
3. C 1.0435
4. C -1.5977
5. C -1.4011
6. O -0.5746

=====

[5]
Formula: C27H31NO3
Source: the OMol25 dataset
Level of theory: wB97M-V/def2-TZVPD

Calculated values
Spin multiplicity: 1
Net charge: 0

Each atom is followed by the atoms it is bonded to, with distances in Å.
Positions of all 62 atoms, in Å:
1 C 3.256 -1.754 3.133  C2 1.508, H15 1.092, H16 1.095, H17 1.098
2 C 2.731 -0.414 2.681  C1 1.508, O3 1.450, H18 1.099, H19 1.097
3 O 1.312 -0.646 2.490  C2 1.450, C4 1.369
4 C 0.499 0.432 2.265  O3 1.369, C5 1.462, O14 1.227
5 C -0.851 -0.068 2.006  C4 1.462, C6 1.450, C13 1.492
6 C -1.818 0.868 1.465  C5 1.450, O7 1.235, C8 1.545
7 O -1.663 1.486 0.407  C6 1.235
8 C -3.120 1.044 2.279  C6 1.545, C9 1.529, H20 1.099, H21 1.099
9 C -4.301 0.159 1.880  C8 1.529, C10 1.526, H22 1.098, H23 1.097
10 C -4.212 -1.325 2.221  C9 1.526, C11 1.542, H24 1.099, H25 1.099
11 C -3.160 -2.134 1.437  C10 1.542, C12 1.524, H26 1.101, H27 1.097
12 C -1.897 -2.431 2.237  C11 1.524, C13 1.533, H28 1.100, H29 1.099
13 C -1.251 -1.203 2.888  C5 1.492, C12 1.533, H30 1.095, H31 1.101
14 O 0.915 1.586 2.294  C4 1.227
15 H 4.341 -1.737 3.247  C1 1.092
16 H 2.815 -1.991 4.106  C1 1.095
17 H 2.987 -2.547 2.422  C1 1.098
18 H 2.875 0.375 3.432  C2 1.099
19 H 3.181 -0.107 1.729  C2 1.097
20 H -2.876 0.926 3.344  C8 1.099
21 H -3.441 2.084 2.131  C8 1.099
22 H -5.182 0.556 2.402  C9 1.098
23 H -4.498 0.282 0.808  C9 1.097
24 H -4.063 -1.456 3.303  C10 1.099
25 H -5.193 -1.757 1.976  C10 1.099
26 H -3.613 -3.098 1.155  C11 1.101
27 H -2.903 -1.636 0.494  C11 1.097
28 H -2.139 -3.127 3.053  C12 1.100
29 H -1.153 -2.935 1.605  C12 1.099
30 H -0.323 -1.543 3.360  C13 1.095
31 H -1.918 -0.827 3.679  C13 1.101
32 C 0.093 4.906 -1.949  N33 1.449, H49 1.093, H50 1.093, H51 1.099
33 N 0.294 3.471 -1.944  C32 1.449, C34 1.356, C48 1.404
34 C 0.657 2.742 -0.860  N33 1.356, C35 1.421, H52 1.089
35 C 0.887 1.397 -1.256  C34 1.421, C36 1.379, C43 1.480
36 C 1.388 0.426 -0.415  C35 1.379, C37 1.442, H53 1.079
37 C 1.729 -0.909 -0.839  C36 1.442, C38 1.413, C42 1.415
38 C 0.748 -1.771 -1.379  C37 1.413, C39 1.396, H54 1.095
39 C 1.106 -3.038 -1.840  C38 1.396, C40 1.402, H55 1.092
40 C 2.439 -3.467 -1.780  C39 1.402, C41 1.402, H56 1.094
41 C 3.425 -2.601 -1.285  C40 1.402, C42 1.391, H57 1.092
42 C 3.077 -1.340 -0.815  C37 1.415, C41 1.391, H58 1.094
43 C 0.654 1.353 -2.717  C35 1.480, C44 1.388, C48 1.415
44 C 0.886 0.430 -3.727  C43 1.388, C45 1.407, H59 1.087
45 C 0.738 0.816 -5.072  C44 1.407, C46 1.406, H60 1.092
46 C 0.338 2.120 -5.416  C45 1.406, C47 1.405, H61 1.090
47 C 0.081 3.063 -4.406  C46 1.405, C48 1.388, H62 1.087
48 C 0.272 2.663 -3.091  N33 1.404, C43 1.415, C47 1.388
49 H -0.539 5.191 -2.793  C32 1.093
50 H -0.377 5.200 -1.006  C32 1.093
51 H 1.049 5.442 -2.037  C32 1.099
52 H 0.752 3.170 0.137  C34 1.089
53 H 1.839 0.804 0.489  C36 1.079
54 H -0.283 -1.406 -1.433  C38 1.095
55 H 0.333 -3.697 -2.242  C39 1.092
56 H 2.711 -4.470 -2.123  C40 1.094
57 H 4.471 -2.911 -1.251  C41 1.092
58 H 3.837 -0.623 -0.490  C42 1.094
59 H 1.152 -0.588 -3.455  C44 1.087
60 H 0.918 0.082 -5.860  C45 1.092
61 H 0.237 2.401 -6.464  C46 1.090
62 H -0.251 4.079 -4.608  C47 1.087

These are the Mulliken partial charges, in e, on atoms 1 to 6:
1. C -1.3572
2. C -0.0275
3. O -0.1383
4. C -0.3661
5. C 1.6294
6. C -0.0626

=====

Number 1: HOMO-LUMO gap 7.85 eV, total energy -10931.472 eV, E_HOMO -0.2803 Ha. Number 2: HOMO-LUMO gap 10.44 eV, total energy -143743.979 eV, E_HOMO -0.3774 Ha. Number 3: HOMO-LUMO gap 8.46 eV, total energy -19757.907 eV, E_HOMO -0.3111 Ha. Number 4: HOMO-LUMO gap 10.77 eV, total energy -7425.888 eV, E_HOMO -0.3611 Ha. Number 5: HOMO-LUMO gap 4.44 eV, total energy -36132.258 eV, E_HOMO -0.2192 Ha.